No. 1
A 4-piece molecular cluster, C46H97N5O15P3S overall in a non-equilibrium geometry, computed with ωB97M-V with the def2-TZVPD basis set.

XYZ file:
```
167
C46H97N5O15P3S (ωB97M-V with the def2-TZVPD basis set)
C -1.01 -1.09 -0.64
C -2.17 -0.74 -0.53
C -3.65 -0.47 -0.07
C -3.85 1.02 0.46
C -3.09 1.11 1.86
N -3.98 0.92 3.05
C -4.41 2.21 3.66
C -5.87 2.69 3.16
O -5.81 4.12 3.13
C -6.62 4.70 2.08
C -7.84 5.45 2.80
C -3.30 0.09 4.03
N -4.06 -0.82 4.60
C -5.49 -1.04 4.29
C -5.75 -1.90 2.99
O -4.65 -2.76 2.64
C -5.09 -3.48 1.45
C -3.97 -4.49 0.93
N -1.91 0.27 4.39
C -1.77 1.07 5.65
C -0.70 2.23 5.59
C -0.78 3.16 4.31
C -0.13 2.55 3.01
C -0.31 3.48 1.70
C 1.06 4.06 1.17
C 2.05 2.96 0.60
C 1.68 2.41 -0.83
C 1.74 3.48 -2.00
C 0.87 2.97 -3.24
C -1.19 -1.03 4.42
C 0.35 -0.93 4.75
S 1.39 -0.51 3.26
C 1.60 -2.15 2.48
N 1.88 -2.39 1.15
N 1.92 -3.73 1.05
C 1.67 -4.40 2.23
O 1.47 -3.36 3.14
H 0.02 -1.50 -0.48
H -3.89 -1.15 0.81
H -4.37 -0.69 -0.92
H -3.54 1.80 -0.28
H -4.96 1.11 0.69
H -2.30 0.29 1.91
H -2.53 2.08 1.87
H -3.72 3.06 3.40
H -4.49 2.08 4.79
H -6.61 2.42 3.98
H -6.12 2.21 2.17
H -6.96 3.97 1.29
H -5.97 5.46 1.55
H -8.69 5.63 2.08
H -7.41 6.41 3.22
H -8.13 4.79 3.67
H -3.65 -1.42 5.32
H -5.96 -1.57 5.18
H -6.03 -0.05 4.21
H -5.96 -1.20 2.13
H -6.67 -2.55 3.13
H -6.08 -4.01 1.61
H -5.26 -2.76 0.59
H -3.46 -4.99 1.81
H -4.51 -5.24 0.27
H -3.23 -3.97 0.24
H -1.48 0.38 6.51
H -2.76 1.53 5.97
H -0.91 2.90 6.48
H 0.37 1.90 5.70
H -0.19 4.10 4.55
H -1.85 3.51 4.18
H -0.52 1.54 2.72
H 0.98 2.45 3.19
H -1.04 4.31 1.91
H -0.73 2.82 0.87
H 1.58 4.54 2.06
H 0.87 4.85 0.38
H 2.09 2.09 1.31
H 3.08 3.43 0.56
H 0.66 1.91 -0.84
H 2.46 1.62 -1.08
H 1.29 4.48 -1.69
H 2.80 3.67 -2.35
H 1.44 2.16 -3.78
H -0.11 2.56 -2.87
H 0.71 3.80 -3.99
H -1.28 -1.49 3.39
H -1.64 -1.78 5.14
H 0.62 -0.26 5.61
H 0.68 -1.97 5.05
H 1.65 -5.50 2.44
O 5.91 -8.60 0.10
P 4.71 -9.29 0.73
O 3.68 -9.17 -0.56
C 3.92 -9.98 -1.70
C 3.71 -11.45 -1.41
O 4.17 -7.99 1.60
C 5.04 -6.89 1.87
C 4.99 -5.85 0.76
O 3.51 -10.18 1.54
C 3.91 -11.41 2.15
C 5.18 -11.31 2.96
H 4.93 -9.80 -2.08
H 3.21 -9.66 -2.47
H 4.51 -11.84 -0.78
H 3.70 -12.04 -2.33
H 2.77 -11.62 -0.88
H 6.06 -7.24 2.04
H 4.71 -6.44 2.81
H 5.01 -6.28 -0.24
H 5.82 -5.15 0.85
H 4.06 -5.28 0.83
H 4.01 -12.18 1.38
H 3.09 -11.72 2.81
H 6.03 -10.99 2.34
H 5.44 -12.28 3.39
H 5.08 -10.58 3.77
O 5.53 -1.67 -4.20
P 4.87 -1.79 -5.55
O 5.02 -0.22 -6.03
C 6.30 0.28 -6.37
C 6.85 -0.36 -7.63
O 3.31 -1.75 -5.03
C 3.00 -2.02 -3.66
C 3.05 -0.76 -2.82
O 4.22 -2.15 -7.09
C 4.77 -3.25 -7.80
C 4.93 -4.50 -6.95
H 6.99 0.13 -5.53
H 6.20 1.36 -6.53
H 7.13 -1.40 -7.44
H 7.74 0.17 -7.99
H 6.10 -0.36 -8.43
H 3.67 -2.79 -3.26
H 1.99 -2.44 -3.63
H 3.92 -0.13 -3.04
H 3.07 -1.00 -1.75
H 2.17 -0.14 -3.02
H 5.73 -2.97 -8.24
H 4.09 -3.47 -8.63
H 5.60 -4.33 -6.10
H 5.36 -5.31 -7.55
H 3.97 -4.83 -6.56
O -0.62 7.81 -1.18
P -1.82 8.16 -2.04
O -1.94 9.76 -1.64
C -0.96 10.66 -2.13
C -1.04 10.82 -3.64
O -2.97 7.56 -1.02
C -2.62 6.64 0.01
C -2.21 7.35 1.29
O -3.09 8.38 -3.15
C -2.91 7.90 -4.48
C -2.35 6.49 -4.53
H 0.04 10.32 -1.83
H -1.14 11.62 -1.66
H -0.68 9.91 -4.14
H -0.42 11.65 -3.98
H -2.07 10.99 -3.96
H -1.83 5.97 -0.35
H -3.49 6.01 0.20
H -1.55 8.21 1.11
H -1.70 6.66 1.97
H -3.10 7.75 1.79
H -2.26 8.58 -5.03
H -3.88 7.92 -4.97
H -1.38 6.42 -4.04
H -2.23 6.17 -5.57
H -3.02 5.79 -4.03
```

The HOMO energy comes out at -0.39948 Ha. Its total energy is -4634.9907 hartree. As for the frontier orbital gap: 7.5 eV. The net charge is +1.


No. 2
An isolated ion of composition C4H7N2 and charge +1 in a non-equilibrium geometry, computed with ωB97M-V with the def2-TZVPD basis set.

XYZ file:
```
13
C4H7N2 (ωB97M-V with the def2-TZVPD basis set)
H 0.60 0.42 1.28
N -0.42 0.19 1.49
C -0.51 0.32 0.22
C -1.89 0.49 -0.36
C 0.45 0.05 -0.87
N 1.69 -0.40 -0.79
C 2.13 -0.86 0.44
H -2.55 0.96 0.39
H -2.36 -0.50 -0.50
H -2.08 1.18 -1.24
H 0.33 0.83 -1.62
H 1.42 -1.33 1.15
H 3.19 -1.35 0.40
```

The HOMO energy comes out at -0.58104 Ha. Its total energy is -265.6399 hartree. Its SMILES is [H]/N=C(/C)C=[N+]=C. The energy above the lowest of the compared OMol25 structures with the same formula, charge and spin is 705.3 kJ/mol. As for the frontier orbital gap: 7.2 eV. The net charge is +1.